{"formula": "C60H60N12", "method": "the ωB97M-V functional and the def2-TZVPD basis", "lumo_ev": 0.60, "e_tot_ha": -2979.33553, "total_charge": 0, "homo_lumo_gap_ev": 9.95, "smiles": "c1ccncc1.c1ccncc1.c1ccncc1.c1ccncc1.c1ccncc1.c1ccncc1.c1ccncc1.c1ccncc1.c1ccncc1.c1ccncc1.c1ccncc1.c1ccncc1", "spin_multiplicity": 1, "e_above_lowest_kj_mol": 97.5, "max_force_ha_per_bohr": 0.0471, "symbols": ["N", "C", "C", "C", "C", "C", "H", "H", "H", "H", "H", "N", "C", "C", "C", "C", "C", "H", "H", "H", "H", "H", "N", "C", "C", "C", "C", "C", "H", "H", "H", "H", "H", "N", "C", "C", "C", "C", "C", "H", "H", "H", "H", "H", "N", "C", "C", "C", "C", "C", "H", "H", "H", "H", "H", "N", "C", "C", "C", "C", "C", "H", "H", "H", "H", "H", "N", "C", "C", "C", "C", "C", "H", "H", "H", "H", "H", "N", "C", "C", "C", "C", "C", "H", "H", "H", "H", "H", "N", "C", "C", "C", "C", "C", "H", "H", "H", "H", "H", "N", "C", "C", "C", "C", "C", "H", "H", "H", "H", "H", "N", "C", "C", "C", "C", "C", "H", "H", "H", "H", "H", "N", "C", "C", "C", "C", "C", "H", "H", "H", "H", "H"], "coordinates": [[-0.418472, -5.143760, -4.610419], [0.747044, -5.768872, -4.779994], [1.844020, -5.466496, -4.005949], [1.767687, -4.520195, -3.027193], [0.556966, -3.837862, -2.911485], [-0.513203, -4.165972, -3.729597], [0.833644, -6.505888, -5.560774], [2.791032, -5.980148, -4.139445], [2.609044, -4.297164, -2.353493], [0.510473, -3.050607, -2.178918], [-1.512040, -3.667655, -3.587534], [2.456406, 5.104768, 0.244276], [1.220799, 4.844137, 0.674983], [0.646739, 5.565607, 1.701562], [1.363384, 6.538196, 2.303743], [2.610579, 6.879483, 1.838188], [3.115004, 6.112536, 0.826025], [0.676903, 4.069423, 0.168711], [-0.323457, 5.331228, 2.110188], [0.969169, 7.024303, 3.192816], [3.199763, 7.680433, 2.272254], [4.134727, 6.272862, 0.476233], [-3.421899, 3.479530, 3.264384], [-4.194492, 3.629593, 4.314682], [-4.191236, 2.754836, 5.393274], [-3.429518, 1.633560, 5.329909], [-2.573718, 1.463431, 4.245372], [-2.644057, 2.359662, 3.225425], [-4.806732, 4.521036, 4.386485], [-4.881061, 2.896810, 6.204516], [-3.436889, 0.876651, 6.064890], [-1.885625, 0.624599, 4.231182], [-2.051670, 2.204678, 2.316156], [-0.072734, -1.054700, 4.664105], [0.945083, -0.772373, 3.830006], [1.434581, -1.657455, 2.872495], [0.769227, -2.834930, 2.678450], [-0.346033, -3.050582, 3.406855], [-0.717036, -2.178714, 4.388374], [1.400299, 0.187699, 3.934652], [2.264783, -1.301053, 2.287965], [1.143706, -3.514800, 1.925357], [-0.960793, -3.922619, 3.237528], [-1.541683, -2.391247, 5.077580], [-4.681345, -0.117823, 1.929321], [-5.454671, 0.073748, 2.979690], [-5.537038, -0.815584, 4.019833], [-4.849464, -1.976566, 3.961123], [-3.998773, -2.172479, 2.936445], [-3.961626, -1.220594, 1.932968], [-5.970827, 1.012440, 3.027388], [-6.229267, -0.646998, 4.822443], [-4.991847, -2.699635, 4.772364], [-3.466012, -3.110861, 2.803784], [-3.279572, -1.422803, 1.114142], [5.374125, -2.651119, -1.608363], [4.873848, -3.278974, -0.535587], [3.634610, -3.035496, 0.000527], [2.815447, -2.102813, -0.621933], [3.349661, -1.403308, -1.715226], [4.631378, -1.738983, -2.163110], [5.507576, -4.042052, -0.081763], [3.238740, -3.662537, 0.794752], [1.844888, -1.900388, -0.164663], [2.666716, -0.747623, -2.193279], [4.963978, -1.246867, -3.054788], [-4.621832, -0.099464, -2.834194], [-4.994713, 0.909144, -3.588630], [-5.020262, 2.222040, -3.224310], [-4.860963, 2.502794, -1.898345], [-4.552322, 1.451326, -1.037405], [-4.416136, 0.194404, -1.557027], [-5.176908, 0.629708, -4.621450], [-5.168490, 2.998043, -3.955773], [-4.850372, 3.508065, -1.551957], [-4.532853, 1.614633, 0.030275], [-4.113756, -0.565691, -0.834927], [-0.004525, -4.614197, 0.488465], [-1.248002, -4.138813, 0.349047], [-2.395680, -4.975834, 0.409552], [-2.226073, -6.314085, 0.579201], [-0.947368, -6.785803, 0.724810], [0.131612, -5.940416, 0.696959], [-1.336897, -3.073048, 0.288812], [-3.351009, -4.488803, 0.224218], [-3.060996, -7.003456, 0.641870], [-0.732831, -7.845674, 0.863469], [1.142712, -6.355253, 0.797371], [0.273735, 1.855240, -5.360386], [-0.825233, 2.154427, -4.652117], [-1.862069, 1.248385, -4.483863], [-1.774545, -0.023794, -5.005920], [-0.736586, -0.278406, -5.850912], [0.269956, 0.677732, -5.988127], [-0.795615, 3.118408, -4.123942], [-2.688662, 1.578391, -3.862668], [-2.483355, -0.787288, -4.730869], [-0.650092, -1.267856, -6.248290], [1.141785, 0.404343, -6.597204], [2.759276, 2.465618, 2.152125], [3.040023, 3.089206, 3.270352], [4.327728, 3.405779, 3.611146], [5.358793, 3.200616, 2.733161], [5.041311, 2.693286, 1.504097], [3.743371, 2.275130, 1.265870], [2.284146, 3.301318, 4.001389], [4.557972, 3.933853, 4.529458], [6.366345, 3.363652, 3.021593], [5.877778, 2.523375, 0.813809], [3.535550, 1.790699, 0.317265], [4.537272, 1.227223, -4.018633], [3.289255, 1.720699, -3.906832], [2.911092, 2.632031, -2.912563], [3.905799, 3.032460, -2.024800], [5.181188, 2.486228, -2.099518], [5.446113, 1.599228, -3.142682], [2.615840, 1.475189, -4.715139], [1.874787, 2.942408, -2.888930], [3.613809, 3.676811, -1.198050], [5.958542, 2.781316, -1.403039], [6.419589, 1.126492, -3.151954], [-1.507399, -0.652360, -0.150535], [-0.937648, 0.069874, 0.811089], [0.181553, 0.864667, 0.582776], [0.667073, 0.952240, -0.705701], [0.067711, 0.205350, -1.677890], [-1.051931, -0.570189, -1.390211], [-1.300359, -0.086946, 1.838215], [0.656955, 1.404662, 1.400620], [1.518520, 1.564715, -0.899675], [0.389703, 0.172538, -2.705558], [-1.430654, -1.241029, -2.106875]], "forces_ev_per_a": [[-0.5, -0.5, -1.1], [-0.3, 0.7, 0.3], [1.3, -0.9, -0.2], [-0.5, 0.9, 0.6], [0.6, 0.3, 0.4], [-0.4, 0.3, 0.9], [-0.3, -0.2, -0.1], [-0.2, -0.1, -0.2], [-0.5, -0.1, -0.5], [-0.3, 0.2, 0.2], [1.1, -0.5, -0.3], [-0.2, 0.0, 0.0], [0.5, 0.6, -0.3], [-1.0, -1.1, 0.1], [0.2, 1.4, 1.4], [0.3, 0.3, 0.3], [0.7, -0.6, -0.8], [-0.1, -0.4, -0.1], [-0.2, -0.2, -0.2], [-0.1, 0.1, -0.2], [-0.1, -0.1, 0.0], [-0.2, 0.0, -0.1], [0.5, -0.9, -0.8], [0.3, 0.4, 0.7], [-1.1, 0.0, 0.0], [1.0, -0.1, -0.6], [0.0, -0.7, 0.5], [-0.1, 1.3, -0.8], [0.0, 0.1, -0.3], [-0.1, 0.2, 0.3], [-0.1, -0.5, 1.0], [-0.1, 0.0, -0.2], [-0.2, 0.3, 0.3], [0.5, 0.6, -0.9], [-0.3, -0.6, 0.3], [-0.1, 1.6, 0.6], [1.6, 0.0, -1.1], [-1.4, -1.5, 0.2], [-0.5, 0.4, 1.5], [0.3, 0.5, 0.2], [0.3, -0.3, -0.2], [-0.3, -0.1, 0.1], [0.0, -0.2, 0.0], [0.1, -0.1, -0.4], [0.3, 0.4, -0.5], [0.1, 0.5, 0.2], [-1.4, 0.8, 0.3], [-0.2, -1.3, 2.0], [0.7, -0.9, -1.3], [0.8, -0.9, -0.3], [-0.4, 0.3, -0.1], [-0.1, 0.3, 0.3], [0.2, 0.1, -0.4], [0.2, 0.2, 0.1], [-0.1, 0.4, -0.3], [0.8, -0.9, 0.8], [0.8, -0.4, 0.0], [-0.7, -0.4, -0.1], [0.8, 0.6, 0.1], [-0.7, -1.3, 1.4], [-1.7, 1.0, -0.5], [0.0, 0.2, -0.2], [0.2, 0.2, 0.1], [0.0, 0.1, -0.5], [0.1, 0.9, -0.7], [0.5, 0.2, -0.3], [-0.1, -0.7, 0.6], [0.2, -0.9, -1.9], [-0.5, 0.7, -0.1], [0.8, -0.4, 0.6], [-0.8, 1.3, 0.2], [0.3, -0.6, 1.0], [-0.1, 0.1, -0.1], [-0.2, 0.1, -0.1], [-0.2, 0.7, 0.3], [0.4, -0.1, 0.1], [-0.1, -0.2, -0.6], [-0.2, -0.5, -0.1], [-0.1, -1.6, 0.6], [0.5, 2.2, -0.7], [-0.6, -0.6, 0.2], [0.9, -1.4, 0.3], [0.1, 0.8, -0.5], [-0.2, 0.5, -0.3], [0.0, -0.3, 0.2], [0.0, 0.1, -0.1], [-0.3, 0.2, 0.0], [-0.3, 0.4, 0.0], [-0.3, -0.1, -0.3], [0.6, -0.3, -0.1], [-0.3, 1.1, 1.0], [-0.6, 0.5, 0.2], [0.8, -0.1, 0.2], [0.2, -0.4, -0.2], [-0.3, -0.4, -0.3], [0.1, -0.3, 0.0], [-0.3, 0.0, -0.1], [0.3, -0.3, -0.5], [-0.2, 0.4, 0.2], [-0.6, -0.6, -1.3], [0.6, -0.1, 0.5], [0.8, 1.3, 1.0], [-0.5, -0.2, 0.1], [1.0, -0.8, -0.7], [0.1, 0.3, 0.1], [-0.7, -0.1, 0.0], [-0.3, -0.3, 0.2], [0.7, 0.4, 0.1], [-0.7, -0.1, 0.0], [-0.4, -0.1, 0.2], [-0.7, -0.2, -0.5], [0.8, 0.7, 0.0], [0.7, -0.9, -0.8], [-0.6, -0.1, 0.8], [-0.3, 0.3, -0.6], [0.0, 0.2, 1.3], [-0.2, -0.2, 0.2], [0.1, 0.3, 0.2], [0.2, 0.2, -0.2], [-0.1, -0.1, -0.1], [0.1, -0.1, -0.5], [-0.8, -0.3, 0.4], [0.6, -0.3, 0.2], [-0.5, 0.2, 0.7], [0.1, 0.1, 0.6], [-0.8, -0.5, -1.3], [1.7, 0.7, 1.4], [-0.1, 0.1, -0.5], [0.0, -0.1, -0.2], [0.5, 0.3, -0.3], [0.4, 0.3, -0.2], [-0.8, -0.5, -0.9]], "lowdin_charge": [0.05, -0.15, -0.09, -0.07, -0.08, -0.17, 0.10, 0.11, 0.10, 0.07, 0.12, 0.06, -0.14, -0.08, -0.10, -0.07, -0.15, 0.10, 0.11, 0.11, 0.11, 0.11, 0.06, -0.18, -0.08, -0.08, -0.08, -0.15, 0.10, 0.10, 0.10, 0.08, 0.09, 0.06, -0.14, -0.07, -0.09, -0.09, -0.17, 0.09, 0.10, 0.07, 0.10, 0.11, 0.10, -0.15, -0.09, -0.10, -0.08, -0.16, 0.11, 0.11, 0.12, 0.10, 0.07, 0.07, -0.16, -0.09, -0.09, -0.04, -0.16, 0.11, 0.10, 0.09, 0.07, 0.09, 0.08, -0.21, -0.10, -0.06, -0.06, -0.16, 0.11, 0.11, 0.10, 0.08, 0.08, 0.04, -0.13, -0.06, -0.09, -0.09, -0.14, 0.08, 0.11, 0.11, 0.11, 0.11, 0.05, -0.14, -0.08, -0.09, -0.07, -0.15, 0.11, 0.07, 0.10, 0.10, 0.11, 0.07, -0.17, -0.08, -0.08, -0.07, -0.14, 0.11, 0.11, 0.10, 0.10, 0.09, 0.05, -0.13, -0.07, -0.09, -0.07, -0.18, 0.07, 0.09, 0.07, 0.09, 0.10, 0.05, -0.14, -0.06, -0.07, -0.07, -0.14, 0.10, 0.08, 0.07, 0.10, 0.09]}